Record 1
ORCA calculation (wB97M-V/def2-TZVPD) on C26H44AlClF12NO9 as an isolated structure at a distorted geometry.

HOMO-LUMO gap: 0.2448 Eh
strongest force on any atom: 1.50 eV Å⁻¹
M: 805.05 g mol⁻¹
LUMO energy: 1.87 eV
HOMO energy: -0.176 hartree
net charge: -1
energy: -3650.2241 hartree

Structure (XYZ):
```
94
C26H44AlClF12NO9, DFT wB97M-V/def2-TZVPD
C 5.92459 1.95359 -1.97248
C 4.68236 2.04564 -1.03752
C 3.58227 0.97459 -1.37203
N 3.61958 0.51856 -2.77142
Al 2.98054 1.78745 -4.05040
Cl 4.50480 1.76383 -5.76428
C 2.91879 3.71271 -3.40745
C 1.83728 4.01143 -2.30669
C 0.59146 4.80478 -2.81604
C -0.74483 4.33926 -2.13309
C -1.01679 2.86393 -2.54319
O -2.40373 2.50399 -2.52457
C -2.52729 1.19928 -1.99176
C -1.91704 0.07140 -2.87201
H 6.43460 1.00315 -1.72508
H 6.60508 2.79098 -1.70403
H 5.68827 2.04110 -3.04249
H 5.02833 1.83717 -0.00380
H 4.22644 3.05294 -1.01183
H 3.84466 0.08625 -0.73814
H 2.57122 1.29162 -1.01413
H 2.99177 -0.27949 -2.81178
H 1.60521 1.28422 -4.72487
H 3.91198 4.04892 -3.05578
H 2.64739 4.33528 -4.29200
H 2.32611 4.65547 -1.54082
H 1.47568 3.12101 -1.75923
H 0.72014 5.86109 -2.49549
H 0.44463 4.78342 -3.90956
H -1.58092 5.00814 -2.40479
H -0.60399 4.41580 -1.03368
H -0.55290 2.70374 -3.53881
H -0.47041 2.20339 -1.83743
H -2.13856 1.09574 -0.95800
H -3.61804 0.99417 -1.92665
H -2.54305 -0.17978 -3.74480
H -0.88422 0.25841 -3.20734
H -1.87573 -0.84395 -2.24036
C 1.98814 -5.69509 -0.63389
C 1.79663 -4.20075 -0.46901
O 1.90313 -3.50744 -1.71858
C 0.85404 -3.60992 -2.52893
O -0.13335 -4.24066 -2.30100
C 1.07588 -2.76341 -3.77375
F 2.26777 -2.98447 -4.32548
F 1.00514 -1.47202 -3.45982
F 0.16458 -2.99920 -4.71194
H 2.94035 -5.90446 -1.12461
H 1.96953 -6.19320 0.33583
H 1.20599 -6.12936 -1.25695
H 2.58370 -3.79968 0.16787
H 0.84462 -3.96338 0.00782
C 0.72436 0.70746 3.55486
C 1.87916 0.69327 2.57695
O 2.89588 -0.24781 2.96539
C 2.61016 -1.52575 2.75139
O 1.58708 -1.93828 2.29499
C 3.79168 -2.40422 3.14530
F 4.25506 -2.10042 4.36029
F 4.80318 -2.26485 2.28951
F 3.46368 -3.69328 3.16198
H 1.08001 0.90457 4.56820
H 0.00002 1.47110 3.27790
H 0.21369 -0.25553 3.57857
H 2.36134 1.66934 2.56007
H 1.54197 0.48333 1.56098
C -6.20232 1.34065 0.09456
C -5.30351 0.42699 0.90312
O -4.19878 1.14754 1.47609
C -4.48675 1.90203 2.53207
O -5.56831 2.02526 3.01798
C -3.22216 2.56888 3.05798
F -2.52274 3.15199 2.08487
F -2.41658 1.67506 3.64562
F -3.48486 3.50674 3.95934
H -5.62457 1.86332 -0.66987
H -6.99565 0.76908 -0.38685
H -6.66291 2.10308 0.72305
H -4.86961 -0.32963 0.25065
H -5.85385 -0.09758 1.68430
C -1.18241 -3.43399 4.64229
C -1.92222 -2.28834 3.98211
O -2.99456 -2.76345 3.14939
C -4.09036 -3.17287 3.78214
O -4.24695 -3.17215 4.96372
C -5.14015 -3.61437 2.76916
F -4.63603 -4.44818 1.85956
F -5.63750 -2.56392 2.10760
F -6.16127 -4.23962 3.34126
H -0.82502 -4.13911 3.89000
H -0.33206 -3.06189 5.21361
H -1.83212 -3.98979 5.31872
H -1.24415 -1.74722 3.32299
H -2.30171 -1.57363 4.71443
```

Here are the Mulliken charges for atoms 1 to 5, given in e: -1.07, -0.42, 0.09, -0.47, 0.07


Record 2
ORCA calculation (wB97M-V/def2-TZVPD) on one molecule with the formula C4H5N3O2 at a distorted geometry.

HOMO-LUMO gap: 0.3520 Eh
strongest force on any atom: 1.80 eV Å⁻¹
M: 127.10 g mol⁻¹
LUMO energy: 0.44 eV
ΔE to the lowest compared entry with this formula, charge and spin: 257.42 kJ/mol
SMILES: O=c1nc(NO)cc[nH]1
HOMO energy: -0.336 hartree
net charge: 0
energy: -470.1417 hartree

Structure (XYZ):
```
14
C4H5N3O2, DFT wB97M-V/def2-TZVPD
O -1.54766 2.73202 0.45884
C -1.00622 1.64518 0.33139
N -0.14446 1.27004 -0.66239
C 0.28740 0.02751 -0.65482
N 1.12843 -0.27642 -1.70649
O 1.96847 -1.36858 -1.60489
C -0.00909 -0.99310 0.27035
C -0.84127 -0.62462 1.26536
N -1.27910 0.63602 1.31755
H 1.51258 0.46215 -2.27503
H 2.69350 -1.09726 -0.99433
H 0.34691 -2.02598 0.14468
H -1.16227 -1.27059 2.06149
H -1.94723 0.88362 2.04829
```

Here are the natural (NBO) charges for atoms 1 to 5, given in e: -0.61, 0.75, -0.56, 0.42, -0.29


Q: strongest force on any atom of number 2 (C4H5N3O2)?
A: 1.80 eV Å⁻¹


Q: Look up the strongest force on any atom of the second one.
A: 1.80 eV Å⁻¹


Q: Which of these has the lowest LUMO energy?
A: C4H5N3O2


Q: Number 2 is which compound?
A: C4H5N3O2